Formula: C11H39N15O8
Source: the OMol25 dataset
Level of theory: ωB97M-V with the def2-TZVPD basis set

The geometry in XYZ format:
```
73
Properties=species:S:1:pos:R:3:mulliken_charge:R:1
C 20.845 7.752 0.728 -1.13
C 20.361 7.756 2.170 0.76
C 19.382 8.841 2.559 -0.68
O 20.028 10.110 2.716 -0.41
C 19.040 11.142 2.801 -0.81
N 19.809 6.401 2.386 -0.81
H 20.070 7.642 -0.033 0.25
H 21.527 6.925 0.546 0.38
H 21.296 8.732 0.534 0.16
H 21.214 7.824 2.852 0.06
H 19.017 8.613 3.571 0.40
H 18.515 8.774 1.890 0.24
H 19.700 12.008 2.871 0.39
H 18.375 11.127 3.669 0.40
H 18.432 11.172 1.894 0.13
H 18.927 6.195 1.926 0.26
H 19.554 6.291 3.368 0.30
C 19.928 12.598 -3.156 0.50
O 18.809 12.093 -3.360 -0.80
N 20.147 13.537 -2.214 -0.07
N 21.059 12.071 -3.675 -0.25
H 19.306 14.010 -1.892 0.23
H 21.079 13.882 -2.048 0.02
H 21.988 12.399 -3.471 0.20
H 21.010 11.516 -4.511 0.22
C 24.596 7.633 1.942 0.80
O 24.441 8.830 2.232 -0.67
N 25.173 7.211 0.808 -0.41
N 24.321 6.671 2.862 -0.40
H 25.236 6.229 0.620 0.15
H 25.489 7.859 0.112 0.18
H 23.817 6.906 3.694 0.21
H 24.533 5.708 2.684 0.15
C 25.342 10.933 -3.351 0.49
O 26.000 10.087 -3.960 -0.72
N 24.612 11.902 -3.953 -0.22
N 25.188 10.887 -1.982 -0.20
H 24.796 12.010 -4.934 0.19
H 24.135 12.609 -3.403 0.21
H 25.701 10.171 -1.512 0.15
H 24.639 11.604 -1.543 0.20
C 23.562 15.093 -2.034 0.65
O 23.221 14.086 -2.673 -0.69
N 23.643 16.362 -2.545 -0.47
N 23.773 15.021 -0.705 -0.31
H 23.743 17.150 -1.939 0.15
H 23.363 16.583 -3.482 0.23
H 23.644 14.144 -0.211 0.28
H 24.131 15.832 -0.240 0.14
C 17.649 9.968 -0.817 0.44
O 17.140 9.041 -0.186 -0.70
N 18.793 9.870 -1.538 -0.08
N 17.100 11.219 -0.865 -0.35
H 19.049 8.904 -1.682 0.22
H 19.075 10.545 -2.235 0.08
H 17.384 11.920 -1.537 0.19
H 16.467 11.528 -0.150 0.25
C 17.695 14.945 0.436 0.58
O 18.066 14.956 -0.740 -0.75
N 17.225 16.039 1.072 -0.40
N 17.731 13.804 1.182 -0.22
H 16.949 16.889 0.622 0.24
H 17.052 15.964 2.057 0.14
H 17.513 13.769 2.157 0.20
H 18.125 13.014 0.699 0.09
C 22.296 11.679 0.499 0.45
O 23.115 12.311 -0.187 -0.83
N 20.961 11.667 0.401 0.28
N 22.650 10.986 1.602 -0.14
H 20.492 10.888 0.836 0.05
H 20.531 12.190 -0.350 -0.08
H 23.593 11.003 1.942 0.24
H 21.971 10.404 2.065 0.07
```

Results
ΔE to the lowest compared entry with this formula, charge and spin   0.0 kcal per mole
Total energy   -50778.933 eV
HOMO-LUMO gap   9.4 eV
LUMO   0.27 eV
F_max   2.734 eV/Å